Entry 1:
Density functional theory data (wB97M-V/def2-TZVPD) for 2 unconnected molecules or ions with the total composition C11H15NS at a distorted geometry.

Computed properties:
E_tot   -881.0443 a.u.
Orbital gap   8.58 eV
Energy relative to the best compared isomer or geometry (same formula, charge and spin)   146.6 kJ/mol
Structure (SMILES)   Cc1c[nH]c2ccccc12.CCS

Last column: Löwdin charge in e.
Positions of all 28 atoms, in Å:
H: 3.6989 -0.3963 -0.7438  0.081
C: -0.6176 2.8672 -1.4799  -0.086
C: 1.6705 -0.0591 -1.0131  -0.218
C: -0.4907 0.1292 -1.7971  -0.232
H: 3.2062 1.2011 -0.0715  0.072
C: 0.5927 0.8669 -1.3018  -0.148
C: -0.5508 -1.0545 2.2774  -0.627
H: 0.3990 -2.4113 3.6999  0.065
H: -2.7821 2.4633 -1.7402  0.097
C: -1.7780 2.0600 -1.7802  -0.102
S: -2.1395 -0.2109 2.3224  0.698
N: -0.1300 -1.2035 -1.7575  0.074
C: 2.9119 0.1567 -0.2243  -0.057
H: 1.4740 2.8418 -0.9336  0.103
C: -1.6543 0.7695 -2.2245  -0.035
H: -0.8639 -1.8701 -1.9239  0.152
H: -0.3505 -1.3888 1.2627  0.040
H: 1.5939 -2.2315 -0.8851  0.121
C: 0.6078 2.2837 -1.2361  -0.012
H: -2.5683 0.2144 -2.3964  0.106
H: 0.3058 -0.4317 2.5515  0.058
H: -1.0185 -3.0466 2.8527  0.068
H: -2.4897 0.0649 1.0352  -0.163
H: -0.9060 3.8906 -1.6881  0.094
C: -0.6057 -2.1693 3.3681  -0.179
H: -1.3263 -1.8898 4.1258  0.040
C: 1.0699 -1.3186 -1.1164  -0.086
H: 2.7413 -0.1274 0.8179  0.075


Entry 2:
Density functional theory data (wB97M-V/def2-TZVPD) for C11H15O2P in the gas phase at a distorted geometry.

Computed properties:
E_tot   -919.9172 a.u.
Orbital gap   9.56 eV
Energy relative to the best compared isomer or geometry (same formula, charge and spin)   292.3 kJ/mol
Structure (SMILES)   CC(C)(C)[P@@]1(=O)COc2ccccc21

Last column: Löwdin charge in e.
Positions of all 29 atoms, in Å:
O: -1.5316 1.9315 -1.0172  -0.082
O: 0.7501 1.7194 2.1974  -0.356
C: -2.2572 -0.7566 1.3977  -0.067
C: -1.5934 0.1997 0.6600  -0.151
H: -0.3761 3.4822 0.0294  0.093
C: -3.5017 0.6566 -0.6978  0.028
C: 1.8245 -1.2792 0.9690  -0.086
H: -4.3105 -1.6899 1.5346  0.122
H: 2.5724 1.6984 -0.5131  0.060
P: 0.1674 1.2179 0.9186  0.879
H: 3.2737 -0.0163 -0.8537  0.119
C: -3.5715 -0.9940 1.0586  -0.108
H: 1.5042 -1.1731 -1.5312  0.058
H: -0.2299 -1.1743 -0.8437  0.129
H: 0.5741 0.1592 -1.9441  0.056
H: -3.8171 1.3725 -1.4861  0.127
C: 2.6435 0.6850 -0.1902  -0.103
H: 1.9093 -0.9456 2.0431  0.102
H: -1.6453 -1.1009 2.1424  0.082
H: 3.1713 0.8775 0.6793  0.047
C: -0.3496 2.4823 -0.3472  -0.161
C: -4.1669 -0.4036 -0.0215  -0.071
C: 0.7321 -0.5410 -1.1837  -0.080
H: -5.1109 -0.7768 -0.1280  0.071
H: 2.7327 -1.7378 0.5986  0.082
C: 1.3454 -0.0881 0.1728  -0.632
C: -2.1757 0.9664 -0.3522  -0.359
H: 1.0398 -2.0661 1.0049  0.086
H: 0.3212 2.5054 -1.2543  0.118


Repeat the second record exactly.
Density functional theory data (wB97M-V/def2-TZVPD) for C11H15O2P in the gas phase at a distorted geometry.

Computed properties:
E_tot   -919.9172 a.u.
Orbital gap   9.56 eV
Energy relative to the best compared isomer or geometry (same formula, charge and spin)   292.3 kJ/mol
Structure (SMILES)   CC(C)(C)[P@@]1(=O)COc2ccccc21

Last column: Löwdin charge in e.
Positions of all 29 atoms, in Å:
O: -1.5316 1.9315 -1.0172  -0.082
O: 0.7501 1.7194 2.1974  -0.356
C: -2.2572 -0.7566 1.3977  -0.067
C: -1.5934 0.1997 0.6600  -0.151
H: -0.3761 3.4822 0.0294  0.093
C: -3.5017 0.6566 -0.6978  0.028
C: 1.8245 -1.2792 0.9690  -0.086
H: -4.3105 -1.6899 1.5346  0.122
H: 2.5724 1.6984 -0.5131  0.060
P: 0.1674 1.2179 0.9186  0.879
H: 3.2737 -0.0163 -0.8537  0.119
C: -3.5715 -0.9940 1.0586  -0.108
H: 1.5042 -1.1731 -1.5312  0.058
H: -0.2299 -1.1743 -0.8437  0.129
H: 0.5741 0.1592 -1.9441  0.056
H: -3.8171 1.3725 -1.4861  0.127
C: 2.6435 0.6850 -0.1902  -0.103
H: 1.9093 -0.9456 2.0431  0.102
H: -1.6453 -1.1009 2.1424  0.082
H: 3.1713 0.8775 0.6793  0.047
C: -0.3496 2.4823 -0.3472  -0.161
C: -4.1669 -0.4036 -0.0215  -0.071
C: 0.7321 -0.5410 -1.1837  -0.080
H: -5.1109 -0.7768 -0.1280  0.071
H: 2.7327 -1.7378 0.5986  0.082
C: 1.3454 -0.0881 0.1728  -0.632
C: -2.1757 0.9664 -0.3522  -0.359
H: 1.0398 -2.0661 1.0049  0.086
H: 0.3212 2.5054 -1.2543  0.118


Repeat the second record exactly.
Density functional theory data (wB97M-V/def2-TZVPD) for C11H15O2P in the gas phase at a distorted geometry.

Computed properties:
E_tot   -919.9172 a.u.
Orbital gap   9.56 eV
Energy relative to the best compared isomer or geometry (same formula, charge and spin)   292.3 kJ/mol
Structure (SMILES)   CC(C)(C)[P@@]1(=O)COc2ccccc21

Last column: Löwdin charge in e.
Positions of all 29 atoms, in Å:
O: -1.5316 1.9315 -1.0172  -0.082
O: 0.7501 1.7194 2.1974  -0.356
C: -2.2572 -0.7566 1.3977  -0.067
C: -1.5934 0.1997 0.6600  -0.151
H: -0.3761 3.4822 0.0294  0.093
C: -3.5017 0.6566 -0.6978  0.028
C: 1.8245 -1.2792 0.9690  -0.086
H: -4.3105 -1.6899 1.5346  0.122
H: 2.5724 1.6984 -0.5131  0.060
P: 0.1674 1.2179 0.9186  0.879
H: 3.2737 -0.0163 -0.8537  0.119
C: -3.5715 -0.9940 1.0586  -0.108
H: 1.5042 -1.1731 -1.5312  0.058
H: -0.2299 -1.1743 -0.8437  0.129
H: 0.5741 0.1592 -1.9441  0.056
H: -3.8171 1.3725 -1.4861  0.127
C: 2.6435 0.6850 -0.1902  -0.103
H: 1.9093 -0.9456 2.0431  0.102
H: -1.6453 -1.1009 2.1424  0.082
H: 3.1713 0.8775 0.6793  0.047
C: -0.3496 2.4823 -0.3472  -0.161
C: -4.1669 -0.4036 -0.0215  -0.071
C: 0.7321 -0.5410 -1.1837  -0.080
H: -5.1109 -0.7768 -0.1280  0.071
H: 2.7327 -1.7378 0.5986  0.082
C: 1.3454 -0.0881 0.1728  -0.632
C: -2.1757 0.9664 -0.3522  -0.359
H: 1.0398 -2.0661 1.0049  0.086
H: 0.3212 2.5054 -1.2543  0.118